(1)
# C2H4N4O2

C2H4N4O2 in the gas phase in a non-equilibrium geometry (ωB97M-V/def2-TZVPD, the OMol25 dataset).

- LUMO: 0.45 eV
- E: -12190.8748 eV
- Kohn-Sham gap: 9.6 eV
- Net charge: 0
- SMILES string: Nn1[nH]c(O)nc1=O

Bonds (Å) are listed after each position.
CARTESIAN COORDINATES (ANGSTROEM)
1 C 1.364 0.379 0.041  N9 1.283, N10 1.419, O11 1.424
2 C -0.760 1.134 0.011  N8 1.444, N10 1.448, O12 1.187
3 H -2.079 -0.768 0.924  N7 0.989
4 H -2.216 -1.489 -0.810  N7 1.182
5 H 0.674 -1.760 -0.259  N9 1.171
6 H 3.074 1.024 0.139  O11 0.923
7 N -1.604 -1.076 0.113  H3 0.989, H4 1.182, N8 1.272
8 N -0.661 -0.289 -0.216  C2 1.444, N7 1.272, N9 1.346
9 N 0.597 -0.648 0.100  C1 1.283, H5 1.171, N8 1.346
10 N 0.616 1.580 -0.061  C1 1.419, C2 1.448
11 O 2.771 0.164 -0.001  C1 1.424, H6 0.923
12 O -1.776 1.747 0.020  C2 1.187



(2)
# C4H7NO2S

C4H7NO2S in the gas phase in a non-equilibrium geometry (ωB97M-V/def2-TZVPD, the OMol25 dataset).

- LUMO: 0.23 eV
- E: -20677.3668 eV
- Kohn-Sham gap: 9.1 eV
- Net charge: 0
- SMILES string: CO/C=N\OC(C)=S

Bonds (Å) are listed after each position.
CARTESIAN COORDINATES (ANGSTROEM)
1 C 2.297 0.746 -1.195  H5 1.134, H6 1.223, H7 1.186, O13 1.463
2 C 2.038 -0.475 0.759  H8 1.167, N12 1.280, O13 1.326
3 C -1.448 -0.121 0.186  C4 1.504, O14 1.419, S15 1.612
4 C -1.995 -0.491 1.538  C3 1.504, H9 1.171, H10 1.224, H11 1.188
5 H 2.918 1.391 -1.890  C1 1.134
6 H 1.828 0.029 -2.068  C1 1.223
7 H 1.380 1.315 -0.701  C1 1.186
8 H 2.703 -1.027 1.544  C2 1.167
9 H -3.069 -0.931 1.383  C4 1.171
10 H -1.176 -1.265 2.017  C4 1.224
11 H -2.064 0.503 2.185  C4 1.188
12 N 0.814 -0.425 1.129  C2 1.280, O14 1.434
13 O 2.924 -0.012 -0.112  C1 1.463, C2 1.326
14 O -0.053 0.131 0.131  C3 1.419, N12 1.434
15 S -2.283 0.254 -1.141  C3 1.612



(3)
# C9H14

2 unconnected molecules or ions with the total composition C9H14 in a non-equilibrium geometry (ωB97M-V/def2-TZVPD, the OMol25 dataset).

- LUMO: 1.05 eV
- E: -9559.4959 eV
- Kohn-Sham gap: 10.1 eV
- Net charge: 0
- SMILES string: Cc1ccccc1.CC

Bonds (Å) are listed after each position.
CARTESIAN COORDINATES (ANGSTROEM)
1 C -1.029 2.237 0.395  C2 1.584, H3 1.091, H4 1.082, H5 1.088
2 C -0.989 2.371 -1.183  C1 1.584, H6 1.085, H7 1.087, H8 1.087
3 H -0.476 3.134 0.678  C1 1.091
4 H -2.056 2.162 0.728  C1 1.082
5 H -0.410 1.409 0.733  C1 1.088
6 H -0.072 2.845 -1.516  C2 1.085
7 H -1.870 2.996 -1.309  C2 1.087
8 H -1.068 1.377 -1.616  C2 1.087
9 C 1.221 -0.794 -1.875  C10 1.498, H16 1.090, H17 1.094, H23 1.090
10 C 0.776 -1.095 -0.477  C9 1.498, C11 1.390, C12 1.391
11 C 1.281 -0.427 0.633  C10 1.390, C13 1.390, H18 1.087
12 C -0.271 -1.975 -0.218  C10 1.391, C14 1.387, H19 1.086
13 C 0.937 -0.748 1.941  C11 1.390, C15 1.387, H20 1.079
14 C -0.646 -2.369 1.058  C12 1.387, C15 1.395, H21 1.080
15 C 0.051 -1.800 2.124  C13 1.387, C14 1.395, H22 1.084
16 H 2.168 -0.260 -1.962  C9 1.090
17 H 0.529 -0.133 -2.406  C9 1.094
18 H 1.922 0.443 0.515  C11 1.087
19 H -0.908 -2.307 -1.033  C12 1.086
20 H 1.279 -0.158 2.777  C13 1.079
21 H -1.385 -3.121 1.289  C14 1.080
22 H -0.268 -2.044 3.131  C15 1.084
23 H 1.283 -1.743 -2.407  C9 1.090



Let's list ΔE to the lowest compared entry with this formula, charge and spin in order: 60.3; 123.8; 15.8 kcal/mol.